Entry one
{"formula": "C3H5ClSi", "method": "ωB97M-V with the def2-TZVPD basis set", "elements": ["C", "C", "C", "Si", "Cl", "H", "H", "H", "H", "H"], "xyz": [[-0.9499, -0.3099, -0.2130], [0.1012, 0.2591, -0.3239], [-2.2912, -0.7147, 0.0625], [2.4250, 0.8690, 0.0343], [3.8065, -0.6347, -0.1532], [-2.6740, 0.1217, 0.5447], [-3.0546, -0.9051, -0.6743], [-2.2622, -1.5912, 0.6632], [2.4389, 1.3908, 1.2993], [2.4602, 1.5149, -1.2397]], "lowdin_charge": [-0.295, -0.101, -0.136, 0.343, 0.207, 0.056, 0.076, 0.069, -0.117, -0.100], "multiplicity": 1, "molar_mass_da": 104.6, "orbital_gap_ev": 9.47}

=====

Entry two
{"formula": "C3H5ClSi", "method": "ωB97M-V with the def2-TZVPD basis set", "elements": ["C", "C", "Si", "C", "Cl", "H", "H", "H", "H", "H"], "xyz": [[-2.0029, 1.3977, 0.7260], [-1.3073, 0.4403, 0.5179], [-0.2576, -0.7053, -0.4491], [1.5177, -0.0743, -0.0300], [2.5320, -0.6285, -1.3915], [-2.7108, 2.0538, 1.1762], [-0.4640, -1.2796, -1.7938], [-0.7157, -1.7192, 0.5099], [2.0272, -0.4496, 0.7593], [1.3813, 0.9648, -0.0249]], "lowdin_charge": [0.033, -0.297, 0.573, -0.690, 0.457, 0.022, -0.036, -0.049, -0.018, 0.006], "multiplicity": 1, "molar_mass_da": 104.6, "smiles": "C#C[SiH2]CCl", "orbital_gap_ev": 10.90}

=====

Most stable one: entry one, least stable one: entry two.

=====

Entry one
{"formula": "CH6NO", "method": "ωB97M-V with the def2-TZVPD basis set", "elements": ["O", "H", "C", "N", "H", "H", "H", "H", "H"], "xyz": [[2.6562, -0.0849, 0.2602], [2.2412, -0.8594, 0.6148], [-1.7908, -0.1849, 0.3176], [-0.8502, 0.2997, -0.7474], [-1.2508, -0.4414, 1.2283], [-2.4445, -0.9349, -0.1156], [-2.4506, 0.6535, 0.5685], [-0.6596, 1.2703, -0.5102], [0.0499, -0.1034, -0.4895]], "lowdin_charge": [-0.674, -0.258, -0.204, -0.076, 0.061, 0.044, 0.049, 0.040, 0.019], "multiplicity": 1, "molar_mass_da": 48.1, "total_charge": -1, "orbital_gap_ev": 6.29}

=====

Entry two
{"formula": "CH6NO", "method": "ωB97M-V with the def2-TZVPD basis set", "elements": ["O", "H", "C", "N", "H", "H", "H", "H", "H"], "xyz": [[0.0642, 0.4081, 1.8619], [0.8428, 0.1539, 2.4787], [-0.7448, -0.2151, -0.6116], [0.8046, -0.1472, -1.0062], [-1.0239, -0.9823, 0.1051], [-1.1530, -0.4992, -1.5181], [-0.9144, 0.8496, -0.2920], [0.9985, 0.8364, -0.9990], [1.1259, -0.4042, -0.0188]], "lowdin_charge": [-0.644, -0.149, -0.204, -0.116, 0.040, -0.008, 0.057, -0.006, 0.029], "multiplicity": 1, "molar_mass_da": 48.1, "total_charge": -1, "orbital_gap_ev": 7.38}

=====

Most stable one: entry one, least stable one: entry two.

=====

Entry one
{"formula": "C7H13N3O", "method": "ωB97M-V with the def2-TZVPD basis set", "elements": ["C", "C", "C", "N", "C", "N", "H", "H", "H", "H", "H", "H", "C", "C", "C", "N", "O", "H", "H", "H", "H", "H", "H", "H"], "xyz": [[-1.3174, 2.9425, 0.4257], [0.0278, 2.3117, 0.3004], [1.1120, 2.4983, 1.1138], [2.1129, 1.7360, 0.5489], [1.6119, 1.1563, -0.5525], [0.3631, 1.5054, -0.7454], [-1.7408, 3.2857, -0.5179], [-1.3056, 3.7754, 1.1257], [-2.0223, 2.2094, 0.8305], [1.2858, 2.8886, 2.1005], [3.0385, 1.6000, 0.9153], [2.1961, 0.5704, -1.2428], [0.2864, -3.3566, 0.9792], [0.3141, -2.1024, 0.0962], [-1.0609, -1.9024, -0.5060], [-1.0853, -1.9546, -1.8685], [-2.0677, -1.7209, 0.1413], [0.2304, -4.2656, 0.3665], [-0.5801, -3.3692, 1.6323], [1.1947, -3.4505, 1.5767], [0.5238, -1.2453, 0.7397], [1.1145, -2.1435, -0.6416], [-1.9505, -1.8711, -2.3731], [-0.2509, -1.9542, -2.4249]], "lowdin_charge": [-0.046, -0.366, -0.061, 0.037, -0.230, 0.098, 0.075, 0.071, 0.077, 0.111, 0.144, 0.115, -0.095, -0.183, -0.574, 0.161, 0.049, 0.078, 0.073, 0.068, 0.104, 0.099, 0.104, 0.090], "multiplicity": 1, "molar_mass_da": 155.2, "smiles": "Cc1c[nH]cn1.CCC(N)=O", "orbital_gap_ev": 9.38}

=====

Entry two
{"formula": "C7H13N3O", "method": "ωB97M-V with the def2-TZVPD basis set", "elements": ["C", "N", "C", "C", "N", "C", "C", "N", "O", "C", "C", "H", "H", "H", "H", "H", "H", "H", "H", "H", "H", "H", "H", "H"], "xyz": [[3.1303, -0.4396, 0.0466], [1.7522, -0.1979, 0.3855], [1.2372, 0.9916, -0.2530], [-0.1407, 1.2365, 0.3056], [-1.1296, 0.1612, -0.0165], [-2.4792, 0.6088, 0.7006], [-3.4060, 1.1401, -0.3925], [-3.5399, -0.0894, -0.0240], [-4.0034, -1.2133, -0.3437], [-0.5313, -1.0571, 0.6063], [0.7995, -1.2951, -0.0559], [3.3793, -1.4846, 0.5450], [3.2997, -0.2013, -1.0611], [3.8704, 0.2772, 0.5014], [1.1471, 0.8411, -1.3846], [1.9296, 1.9505, 0.0240], [-0.0859, 1.0610, 1.3561], [-0.5766, 2.3114, -0.0626], [-1.3029, 0.0406, -1.1100], [-3.7603, 1.7006, -1.1611], [-1.2067, -2.0709, 0.4294], [-0.3674, -0.9101, 1.7426], [1.3384, -2.2296, 0.3354], [0.6463, -1.1317, -1.1136]], "lowdin_charge": [-0.128, -0.264, -0.242, -0.173, -0.162, -0.104, 0.007, -0.290, -0.075, -0.160, -0.175, 0.122, 0.097, 0.084, 0.130, 0.176, 0.100, 0.184, 0.215, 0.064, 0.185, 0.157, 0.147, 0.105], "multiplicity": 1, "molar_mass_da": 155.2, "smiles": "CN1CC[NH+](C2=CN2[O-])CC1", "orbital_gap_ev": 7.78}

=====

Most stable one: entry one, least stable one: entry two.

=====

Entry one
{"formula": "C19H30N4O2", "method": "ωB97M-V with the def2-TZVPD basis set", "elements": ["C", "C", "H", "H", "C", "N", "C", "C", "C", "C", "C", "C", "H", "H", "C", "N", "N", "C", "O", "C", "N", "C", "C", "O", "C", "C", "H", "H", "H", "H", "H", "H", "H", "H", "H", "H", "H", "H", "H", "H", "C", "H", "H", "C", "C", "H", "H", "H", "H", "H", "H", "H", "H", "H", "H"], "xyz": [[3.3561, 2.8057, -5.0524], [2.4238, 1.5905, -4.7597], [2.3614, 0.9043, -5.6875], [1.4210, 1.8878, -4.6304], [2.9937, 0.9791, -3.7478], [2.3892, -0.3654, -3.4242], [1.6653, -0.3783, -2.3266], [0.9915, -1.5765, -1.7329], [0.1706, -1.5769, -0.6749], [-0.3274, -0.3546, -0.0771], [-0.0101, 0.5924, -0.8536], [0.8038, 0.7265, -2.0002], [1.0696, 1.9211, -2.3348], [-0.4142, 1.6139, -0.4069], [-1.3136, -0.3509, 0.9550], [-1.5833, 0.6468, 1.4342], [-2.4860, 0.8429, 2.5894], [-2.9269, -0.2453, 3.3509], [-2.9020, -1.5100, 3.2897], [-3.8209, 0.1932, 4.4892], [-3.3040, 0.5906, 5.6614], [-2.6738, -0.7540, 6.4498], [-1.3889, -1.1906, 6.1653], [-0.3216, -0.1139, 6.2821], [-1.0908, 1.0074, 5.2940], [-2.2856, 1.5695, 5.8177], [-2.4504, 2.5543, 5.1016], [-2.3145, 1.8581, 6.7627], [0.0561, 1.8309, 5.5498], [-0.7155, 0.7289, 4.4376], [-1.1478, -1.9046, 6.8459], [-1.4466, -1.4034, 5.0774], [-3.5279, -1.4661, 6.3927], [-2.7979, -0.1735, 7.5572], [-4.6426, -0.4052, 4.6536], [-4.4633, 1.0145, 4.1804], [-3.0246, 1.7342, 2.6455], [-1.2103, -1.5210, 1.5505], [-0.0001, -2.5687, -0.1043], [1.5916, -2.7095, -2.0569], [2.7244, -1.6391, -3.9738], [3.5501, -1.5644, -4.9432], [3.1530, -2.3506, -3.5215], [1.4711, -2.1718, -4.7995], [0.7214, -1.4337, -5.9991], [-0.1430, -1.8402, -6.1733], [0.4575, -0.3865, -5.3264], [1.5165, -1.0683, -6.4900], [0.4839, -2.5442, -4.0662], [1.7638, -3.3190, -5.3373], [3.0725, 1.3613, -2.8537], [4.0098, 0.4214, -4.0064], [3.1184, 3.4586, -4.1229], [4.4253, 2.6241, -5.2517], [2.9720, 3.4282, -5.7984]], "lowdin_charge": [-0.061, -0.300, 0.142, 0.106, -0.263, -0.100, -0.231, -0.055, -0.075, -0.286, -0.140, -0.007, 0.169, 0.149, -0.205, 0.086, 0.103, -0.393, 0.020, -0.247, -0.126, -0.108, -0.238, -0.177, -0.091, -0.231, 0.186, 0.072, 0.213, 0.024, 0.098, 0.120, 0.133, 0.180, 0.108, 0.128, 0.159, 0.209, 0.134, 0.181, -0.184, 0.190, 0.016, -0.249, -0.082, -0.001, 0.133, 0.004, 0.140, 0.152, 0.074, 0.181, 0.113, 0.088, 0.039], "multiplicity": 1, "molar_mass_da": 346.5, "orbital_gap_ev": 8.27}

=====

Entry two
{"formula": "C19H30N4O2", "method": "ωB97M-V with the def2-TZVPD basis set", "elements": ["H", "N", "C", "N", "C", "C", "N", "C", "C", "C", "C", "C", "C", "C", "C", "C", "C", "N", "C", "C", "O", "O", "C", "C", "C", "C", "H", "H", "H", "H", "H", "H", "H", "H", "H", "H", "H", "H", "H", "H", "H", "H", "H", "H", "H", "H", "H", "H", "H", "H", "H", "H", "H", "H", "H"], "xyz": [[0.7576, 3.2507, -1.2031], [-0.2420, 3.1491, -1.0851], [-0.5956, 2.4105, -0.1168], [0.1507, 1.7167, 0.8310], [1.5723, 1.5231, 0.7689], [1.9272, 0.2827, -0.0708], [3.3453, 0.0188, -0.0203], [3.7073, -1.3791, -0.1280], [3.3132, -2.0680, -1.4404], [4.1678, 0.9265, -0.8062], [5.1160, 1.7151, 0.0961], [-0.7095, 1.0100, 1.6476], [-0.4758, 0.1369, 2.6910], [-1.5809, -0.4148, 3.3277], [-2.8722, -0.1057, 2.9318], [-3.1149, 0.7670, 1.8773], [-2.0206, 1.3193, 1.2431], [-1.9274, 2.2081, 0.1927], [-2.9756, 2.5132, -0.7337], [-3.3777, 1.2892, -1.5555], [-4.4617, 1.1297, -2.0495], [-2.3604, 0.4396, -1.6419], [-2.5415, -0.7918, -2.3400], [-1.9866, -1.9269, -1.4863], [-2.8551, -2.1984, -0.2598], [-2.2230, -3.2317, 0.6630], [1.9622, 1.3976, 1.7817], [2.0274, 2.4181, 0.3368], [1.5479, 0.4340, -1.0970], [1.4003, -0.5733, 0.3593], [4.7897, -1.4444, 0.0069], [3.2374, -1.9071, 0.7078], [2.2324, -2.0779, -1.5610], [3.7495, -1.5538, -2.2938], [3.6694, -3.0947, -1.4389], [4.7616, 0.3715, -1.5410], [3.5325, 1.6219, -1.3645], [5.7620, 1.0334, 0.6427], [4.5552, 2.3033, 0.8170], [5.7345, 2.3828, -0.4987], [0.5258, -0.1148, 3.0033], [-1.4269, -1.1023, 4.1455], [-3.7081, -0.5561, 3.4449], [-4.1215, 0.9960, 1.5632], [-3.8582, 2.9060, -0.2227], [-2.5806, 3.2710, -1.4185], [-1.9967, -0.7136, -3.2867], [-3.6074, -0.9296, -2.5488], [-1.9175, -2.8253, -2.1022], [-0.9795, -1.6526, -1.1651], [-3.8375, -2.5479, -0.5852], [-2.9953, -1.2680, 0.2934], [-2.0642, -4.1713, 0.1379], [-1.2642, -2.8741, 1.0320], [-2.8667, -3.4183, 1.5186]], "lowdin_charge": [0.032, 0.152, -0.395, 0.029, -0.114, -0.182, -0.202, -0.250, -0.079, -0.252, -0.081, -0.150, -0.016, -0.101, -0.102, -0.022, -0.155, 0.015, -0.023, -0.467, 0.115, 0.007, -0.153, -0.175, -0.251, -0.106, 0.130, 0.115, 0.129, 0.118, 0.114, 0.113, 0.059, 0.066, 0.071, 0.110, 0.113, 0.070, 0.062, 0.069, 0.108, 0.101, 0.102, 0.117, 0.140, 0.131, 0.132, 0.125, 0.119, 0.108, 0.116, 0.083, 0.070, 0.065, 0.068], "multiplicity": 1, "molar_mass_da": 346.5, "smiles": "[H]/N=c1\\n(CCN(CC)CC)c2ccccc2n1CC(=O)OCCCC", "orbital_gap_ev": 8.37}

=====

Most stable one: entry two, least stable one: entry one.

=====

Entry one
{"formula": "C6H24O6", "method": "ωB97M-V with the def2-TZVPD basis set", "elements": ["C", "O", "H", "H", "H", "H", "C", "O", "H", "H", "H", "H", "C", "O", "H", "H", "H", "H", "C", "O", "H", "H", "H", "H", "C", "O", "H", "H", "H", "H", "C", "O", "H", "H", "H", "H"], "xyz": [[-4.2615, 1.5195, -1.2996], [-3.5253, 0.4727, -1.9087], [-3.6675, 2.4336, -1.3401], [-5.1972, 1.6954, -1.8392], [-4.4989, 1.3163, -0.2521], [-3.6667, -0.3367, -1.4129], [2.2596, 3.1068, -1.0347], [3.3850, 3.7667, -0.4764], [1.6363, 2.6513, -0.2605], [1.6718, 3.8685, -1.5458], [2.5424, 2.3470, -1.7673], [3.9424, 3.1017, -0.0624], [-0.2867, 0.1790, -1.0625], [0.8104, 0.0470, -0.1645], [0.0296, -0.0904, -2.0673], [-1.0904, -0.5126, -0.7855], [-0.7094, 1.1857, -1.0699], [0.4722, 0.1741, 0.7291], [-0.9008, -3.1336, 0.9759], [-0.0165, -4.2341, 1.1644], [-1.9443, -3.4481, 1.0662], [-0.6804, -2.3221, 1.6728], [-0.7389, -2.7773, -0.0381], [-0.1332, -4.5695, 2.0565], [0.0135, 1.7557, 2.7678], [-0.5184, 0.5110, 2.3309], [-0.7726, 2.5039, 2.9027], [0.5808, 1.6619, 3.6983], [0.6930, 2.1011, 1.9905], [-0.8866, 0.0404, 3.0833], [2.6674, -2.8446, -0.9691], [2.7730, -1.5325, -1.4861], [3.6753, -3.2380, -0.8202], [2.1503, -2.8722, -0.0055], [2.1410, -3.5147, -1.6595], [2.0512, -1.0126, -1.1102]], "lowdin_charge": [-0.162, -0.126, 0.075, 0.074, 0.077, 0.070, -0.163, -0.121, 0.050, 0.080, 0.083, 0.073, -0.130, -0.150, 0.091, 0.061, 0.079, 0.033, -0.154, -0.121, 0.078, 0.067, 0.068, 0.072, -0.123, -0.137, 0.084, 0.087, 0.070, 0.087, -0.167, -0.134, 0.073, 0.066, 0.076, 0.015], "multiplicity": 1, "molar_mass_da": 192.3, "smiles": "CO.CO.CO.CO.CO.CO", "orbital_gap_ev": 9.62}

=====

Entry two
{"formula": "C6H24O6", "method": "ωB97M-V with the def2-TZVPD basis set", "elements": ["C", "C", "C", "O", "H", "H", "H", "H", "H", "H", "H", "H", "C", "C", "C", "O", "H", "H", "H", "H", "H", "H", "H", "H", "O", "H", "H", "O", "H", "H", "O", "H", "H", "O", "H", "H"], "xyz": [[1.8950, -4.5250, -5.3084], [0.9281, -5.2709, -4.4225], [1.6031, -6.0198, -3.3174], [0.0391, -4.4320, -3.7659], [2.7714, -5.0514, -5.6866], [2.2198, -3.6408, -4.7600], [1.3387, -4.0425, -6.1120], [0.3021, -5.9106, -5.0445], [0.9228, -6.6201, -2.7132], [2.1071, -5.3406, -2.6298], [2.3630, -6.7345, -3.6332], [0.6718, -3.9367, -3.2407], [-2.9365, 2.9693, 3.8120], [-2.6741, 4.4588, 3.7965], [-1.6912, 4.9468, 4.9362], [-2.1003, 4.9800, 2.6469], [-3.4010, 2.8134, 4.7856], [-1.9924, 2.4244, 3.8146], [-3.5561, 2.5270, 3.0319], [-3.5474, 5.0091, 4.1468], [-2.0628, 4.7116, 5.9336], [-1.5972, 6.0296, 4.8539], [-0.6944, 4.5199, 4.8252], [-1.2123, 4.6277, 2.5524], [1.0448, -3.6223, 2.7297], [0.8566, -3.8242, 1.8131], [1.4428, -4.4215, 3.0747], [2.8755, 3.7153, 1.5451], [3.4244, 3.6974, 2.3291], [3.3077, 4.3412, 0.9639], [-1.5960, 3.9406, -3.6469], [-2.4659, 4.2257, -3.3673], [-1.3514, 3.2632, -3.0164], [0.7653, -0.0637, -0.6431], [1.1933, 0.7767, -0.4798], [0.8064, -0.5212, 0.1967]], "lowdin_charge": [-0.053, -0.549, -0.072, -0.035, 0.084, 0.079, 0.081, 0.141, 0.083, 0.083, 0.079, 0.080, -0.058, -0.507, -0.062, -0.043, 0.078, 0.077, 0.078, 0.131, 0.070, 0.075, 0.070, 0.091, -0.055, 0.026, 0.029, -0.055, 0.028, 0.029, -0.055, 0.028, 0.027, -0.053, 0.027, 0.026], "multiplicity": 1, "molar_mass_da": 192.3, "smiles": "CC(C)O.CC(C)O.O.O.O.O", "orbital_gap_ev": 10.36}

=====

Most stable one: entry two, least stable one: entry one.

=====

Entry one
{"formula": "C5H7Cl2P", "method": "ωB97M-V with the def2-TZVPD basis set", "elements": ["C", "C", "C", "C", "C", "P", "Cl", "Cl", "H", "H", "H", "H", "H", "H", "H"], "xyz": [[0.5919, 1.4311, 0.6574], [-0.0350, -0.9239, 0.2158], [1.3692, -1.5119, 0.2330], [-0.1600, 0.5187, -0.2538], [-1.6633, 0.9538, -0.2335], [2.5724, -0.2283, 0.9207], [1.0103, 2.8718, -0.0349], [0.5328, 0.6309, -2.0452], [-0.6710, -1.5259, -0.3501], [-0.4013, -0.8470, 1.2384], [1.3711, -2.5329, 1.0045], [1.6628, -1.8551, -0.7886], [-2.2906, 0.2360, -0.9469], [-1.8398, 1.9829, -0.3995], [-2.0497, 0.7999, 0.7827]], "lowdin_charge": [-0.672, -0.368, -0.568, -0.922, -0.106, 0.864, 0.633, 0.495, 0.087, 0.111, 0.137, 0.053, 0.129, 0.047, 0.081], "multiplicity": 1, "molar_mass_da": 169.0, "orbital_gap_ev": [6.96, 6.96]}

=====

Entry two
{"formula": "C5H7Cl2P", "method": "ωB97M-V with the def2-TZVPD basis set", "elements": ["C", "C", "C", "C", "C", "P", "Cl", "Cl", "H", "H", "H", "H", "H", "H", "H"], "xyz": [[1.4372, -0.8963, -0.5186], [-0.3347, 0.8090, 0.7061], [0.9251, 0.6844, 1.7047], [-0.5063, -0.3967, -0.1260], [-1.1213, -0.2219, -1.5450], [2.3734, -0.2284, 0.6266], [1.8465, -1.7525, -1.8892], [-1.0267, -1.8061, 0.8352], [-1.1750, 0.8605, 1.2708], [-0.3307, 1.7112, 0.1523], [1.1546, 1.6850, 1.9208], [0.6390, -0.0691, 2.4349], [-0.8603, -0.8926, -2.3137], [-0.8400, 0.7870, -1.8887], [-2.1808, -0.2736, -1.3703]], "lowdin_charge": [-1.083, -0.306, -0.304, -0.755, -0.103, 0.876, 0.606, 0.637, 0.066, 0.101, 0.031, 0.040, 0.036, 0.091, 0.068], "multiplicity": 1, "molar_mass_da": 169.0, "orbital_gap_ev": 9.27}

=====

Most stable one: entry two, least stable one: entry one.